Molecular formula: C43H89FN3O21S8Si
Method: DFT, ωB97M-V with the def2-TZVPD basis set

Geometry as XYZ:
```
166
Properties=species:S:1:pos:R:3:forces:R:3:mulliken_charge:R:1
C 1.234493 -2.811250 5.833256 0.000 -0.865 0.015 -0.62
O 1.559090 -1.349013 5.755490 -1.848 -1.733 -1.604 -0.31
C 0.724895 -0.881306 4.620048 -0.312 0.170 -0.466 -0.45
C 1.400569 0.413368 3.813720 0.701 -1.684 0.311 -0.31
C 1.538150 -0.043253 2.244774 1.031 0.325 -0.710 -0.14
C 1.354332 1.206530 1.162541 -1.036 -1.033 -0.504 -0.61
C 0.226812 0.662014 0.061753 -2.775 1.142 -0.813 0.61
C -1.256668 1.417103 0.159406 0.167 -3.426 -3.483 -0.87
C -2.498772 0.980555 -0.872093 3.368 -1.718 0.088 0.72
C -3.998261 1.677887 -0.840100 -0.299 -0.925 -0.672 -0.35
C -5.068467 0.798048 0.096725 1.449 0.924 -0.437 -0.32
O -4.900766 -0.602604 -0.320858 -2.290 1.480 0.996 -0.13
Si -6.388651 -1.527626 -0.185010 0.087 -1.770 -0.298 0.61
C -6.639938 -2.166137 1.642220 0.041 -0.156 1.150 -1.05
C -7.948278 -0.683965 -0.936612 -0.724 1.175 0.280 -0.81
C -6.098606 -3.154567 -1.247074 0.713 0.959 -0.472 -0.89
C -2.103961 -0.256486 -1.925835 1.457 1.529 2.287 0.05
F -3.184674 -0.705536 -2.847047 4.094 1.265 2.948 -0.36
C -0.574539 -0.933492 -1.913175 -2.461 1.485 -0.063 0.05
C -0.359600 -2.163746 -3.017384 -1.138 -0.170 0.148 -0.60
C -0.410503 -3.656620 -2.277370 0.382 0.270 0.761 0.21
C -0.892294 -3.597514 -0.710923 0.197 -1.809 0.495 -0.10
O -2.339728 -3.251103 -0.540600 2.334 1.544 1.301 -0.36
N 0.529582 -0.453749 -0.960572 -4.233 2.185 0.454 0.69
C 1.887119 -1.114507 -1.076272 1.422 -0.961 -0.658 -0.23
C 2.722339 -0.663594 -2.453453 0.221 0.227 0.666 -0.39
C 3.839146 -1.827480 -2.749788 1.714 0.573 1.302 -0.67
S 3.199375 -3.307314 -3.703403 -0.404 -0.720 0.983 -0.05
C 3.884602 -4.879239 -2.926675 2.996 -1.107 0.484 -0.23
S 5.531165 -5.243614 -3.237968 -3.757 0.779 0.766 -0.02
N 3.121983 -5.844016 -2.044370 -2.661 -2.178 2.697 0.30
C 2.215814 -7.020398 -2.438436 -1.019 -0.715 3.726 -0.21
C 1.606052 -7.700194 -1.059666 4.023 4.787 -2.337 -0.25
N 2.206819 -6.915823 0.103009 1.472 2.013 -6.649 -0.48
C 3.067727 -5.836174 -0.530173 -2.647 -3.313 0.597 -0.15
H 0.058424 -2.973398 5.771980 2.497 0.325 0.255 0.32
H 1.745789 -3.391968 4.930323 -1.096 1.310 1.734 0.27
H 1.645003 -3.314819 6.811814 -0.836 1.417 -1.802 0.25
H -0.364157 -0.600899 4.979646 2.140 -0.532 -0.483 0.22
H 0.601730 -1.826077 3.908241 0.322 2.240 1.098 0.24
H 2.511147 0.512885 4.237947 -2.593 0.071 -0.813 0.23
H 0.786189 1.396775 3.981259 1.220 -1.968 -0.443 0.32
H 0.805539 -0.909971 1.937882 1.266 1.781 0.833 -0.07
H 2.637269 -0.460352 2.048374 -2.379 0.727 0.670 0.17
H 2.350785 1.476526 0.599105 -2.055 -0.450 1.206 0.30
H 0.900388 2.153190 1.728693 0.964 -2.066 -1.629 0.28
H -1.492113 2.273355 0.927895 0.942 -1.850 -1.637 0.15
H -4.459438 1.627131 -1.937769 1.304 0.091 2.313 0.31
H -4.000768 2.796733 -0.495036 0.413 -2.262 -0.588 -0.15
H -6.121076 1.260586 -0.121239 1.877 -1.039 0.389 0.23
H -4.793144 0.984778 1.224641 -0.569 -0.623 -2.073 0.20
H -5.872388 -1.632876 2.381307 -1.621 -1.325 -1.458 0.26
H -7.716696 -1.967793 2.056048 1.988 -0.296 -0.774 0.31
H -6.483016 -3.348176 1.657024 -0.162 2.633 0.056 0.27
H -7.754152 -0.545359 -2.082770 -0.696 -0.324 2.088 0.24
H -8.197585 0.383972 -0.464900 0.484 -2.269 -1.080 0.31
H -8.896643 -1.359330 -0.704919 2.028 1.335 -0.794 0.10
H -5.954873 -2.761197 -2.361277 -0.456 -1.211 2.189 0.21
H -7.013050 -3.879388 -1.124083 1.957 1.311 -0.385 0.32
H -5.070766 -3.597263 -0.900152 -2.049 0.453 -0.709 0.18
H -1.289255 -2.167517 -3.765527 1.976 0.559 1.890 0.35
H 0.589786 -2.025062 -3.687683 -1.698 -0.243 1.640 0.16
H 0.677971 -4.100861 -2.295973 -2.120 0.745 0.122 -0.47
H -1.115797 -4.403381 -2.848789 1.365 1.708 1.050 0.42
H -0.193309 -2.943849 -0.012297 -1.448 -1.065 -1.623 -0.13
H -0.798285 -4.708636 -0.284922 0.044 2.343 -1.013 0.31
H -2.355075 -2.592838 0.237999 -0.215 -1.522 -1.900 0.26
H 2.623742 -0.880001 -0.186204 -2.048 -0.184 -1.577 0.28
H 1.722958 -2.291809 -1.050772 0.232 2.512 -0.268 -0.20
H 3.298115 0.346453 -2.196049 -1.165 -2.225 -0.582 0.35
H 2.016016 -0.411015 -3.351715 1.341 -0.745 1.719 0.34
H 4.245772 -2.219468 -1.699903 -0.864 0.839 -2.241 0.31
H 4.801018 -1.426305 -3.331679 -2.339 -0.692 1.266 0.44
H 1.997638 -7.377917 -3.540968 0.805 1.199 2.517 0.30
H 0.867890 -8.607448 -0.992055 1.802 2.102 -0.044 0.31
H 3.594982 -5.142567 0.263976 -0.872 -1.315 -2.465 0.32
O 6.066815 -1.639675 10.275951 0.173 -0.937 -0.805 -0.64
S 5.987442 -2.968639 9.709853 -0.434 -0.084 0.080 1.09
O 7.080134 -3.550129 8.958360 -0.707 0.842 0.551 -0.49
O 4.622231 -3.089672 8.828354 0.746 -0.411 1.120 -0.30
C 4.392792 -2.143144 7.794922 -0.097 0.720 -0.974 -0.08
C 5.243046 -2.436930 6.572558 0.357 -0.034 -0.034 -0.98
C 5.528228 -4.106388 10.992965 -0.174 -0.035 -0.092 -0.96
H 4.559813 -1.123346 8.158363 0.036 -0.169 0.101 0.36
H 3.335019 -2.218613 7.519527 0.231 -0.080 0.371 -0.07
H 6.305849 -2.287566 6.787205 -0.173 0.024 -0.031 0.37
H 4.971269 -1.777868 5.744048 -0.080 -0.044 0.100 0.38
H 5.120326 -3.477408 6.256598 -0.068 0.118 0.010 0.27
H 4.676762 -3.698304 11.539991 0.128 -0.011 -0.134 0.34
H 6.383418 -4.222759 11.661532 -0.023 0.132 -0.188 0.38
H 5.277214 -5.067008 10.540124 0.051 0.155 0.008 0.31
O -0.829094 4.960230 1.074601 -0.078 0.577 -0.022 -0.53
S -1.583309 6.140510 0.712645 -0.630 0.976 -0.098 1.10
O -0.944243 7.330611 0.191010 -0.231 -1.411 0.648 -0.60
O -2.539119 6.563967 1.962686 0.165 -0.687 -1.384 -0.28
C -1.942734 6.780019 3.233192 0.574 0.449 1.087 -0.29
C -1.225226 8.116152 3.291031 0.285 0.148 -0.220 -1.01
C -2.875889 5.667249 -0.408509 -0.057 -0.025 0.124 -0.78
H -1.268178 5.956195 3.490607 -0.075 0.015 -0.177 0.25
H -2.751705 6.777873 3.972098 -0.059 -0.147 -0.396 0.30
H -0.355861 8.125190 2.626159 -0.121 -0.004 0.119 0.30
H -0.875254 8.324412 4.305330 -0.109 -0.068 -0.056 0.39
H -1.887321 8.925414 2.968214 0.037 -0.139 0.120 0.26
H -3.393574 4.795746 -0.004467 0.077 0.204 0.074 0.06
H -2.416011 5.419948 -1.367274 0.103 0.156 0.093 0.29
H -3.562124 6.506835 -0.531149 0.149 -0.091 0.038 0.46
O -2.487247 6.747294 -6.126270 0.535 -0.477 1.125 -0.64
S -1.846611 5.880884 -5.160955 0.621 0.034 -0.450 1.06
O -1.947922 6.111825 -3.735034 -0.143 0.027 -0.967 -0.49
O -0.273830 5.718035 -5.555076 -1.588 -0.804 0.221 -0.19
C 0.515166 6.889057 -5.705849 0.881 1.214 0.007 -0.03
C 0.883862 7.488461 -4.361158 -0.252 0.094 0.285 -1.08
C -2.335118 4.205838 -5.488529 0.158 -0.079 -0.055 -0.94
H 0.004931 7.621991 -6.340233 -0.097 -0.190 0.074 0.34
H 1.432166 6.593339 -6.227464 -0.331 -0.246 0.031 -0.03
H -0.001466 7.874340 -3.846158 0.140 -0.016 -0.073 0.36
H 1.587876 8.315246 -4.485430 -0.031 -0.138 -0.073 0.40
H 1.332390 6.731967 -3.709985 0.036 0.094 -0.150 0.24
H -2.222029 4.006210 -6.555357 0.006 0.088 0.159 0.35
H -3.380878 4.096634 -5.194700 0.123 0.181 -0.018 0.37
H -1.710933 3.533759 -4.897287 -0.040 0.138 -0.061 0.27
O 3.512753 6.177046 -8.670072 0.490 -0.374 1.046 -0.65
S 4.153389 5.310636 -7.704757 0.571 -0.148 -0.226 1.26
O 4.052078 5.541577 -6.278836 -0.145 0.126 -1.111 -0.59
O 5.726170 5.147787 -8.098878 -1.450 -0.675 0.165 -0.30
C 6.515166 6.318810 -8.249651 0.743 1.101 0.055 -0.32
C 6.883862 6.918213 -6.904959 -0.222 0.112 0.297 -0.99
C 3.664882 3.635590 -8.032330 0.175 -0.071 -0.075 -0.92
H 6.004931 7.051743 -8.884035 -0.085 -0.181 0.071 0.32
H 7.432166 6.023091 -8.771266 -0.352 -0.256 0.011 0.27
H 5.998534 7.304092 -6.389960 0.140 -0.029 -0.090 0.30
H 7.587876 7.744999 -7.029231 -0.033 -0.121 -0.068 0.38
H 7.332390 6.161719 -6.253787 0.018 0.091 -0.148 0.26
H 3.777971 3.435962 -9.099159 0.017 0.085 0.158 0.32
H 2.619122 3.526386 -7.738501 0.124 0.195 0.000 0.33
H 4.289067 2.963511 -7.441088 -0.044 0.152 -0.068 0.31
O -12.533185 -0.068434 -0.805232 0.229 -0.856 -0.709 -0.65
S -12.612558 -1.397398 -1.371330 -0.531 -0.225 -0.211 1.24
O -11.519866 -1.978889 -2.122823 -0.619 0.779 0.609 -0.59
O -13.977769 -1.518432 -2.252829 0.824 -0.399 1.237 -0.28
C -14.207208 -0.571903 -3.286261 -0.082 0.739 -1.033 -0.33
C -13.356954 -0.865689 -4.508625 0.382 -0.047 -0.047 -0.98
C -13.071772 -2.535147 -0.088218 -0.194 -0.025 -0.078 -0.92
H -14.040187 0.447895 -2.922820 0.043 -0.171 0.110 0.32
H -15.264981 -0.647373 -3.561656 0.156 -0.173 0.365 0.27
H -12.294151 -0.716326 -4.293978 -0.161 0.001 -0.038 0.29
H -13.628731 -0.206628 -5.337135 -0.070 -0.055 0.107 0.38
H -13.479674 -1.906167 -4.824584 -0.076 0.158 0.024 0.26
H -13.923238 -2.127063 0.458809 0.123 -0.019 -0.131 0.32
H -12.216582 -2.651518 0.580349 -0.029 0.126 -0.182 0.35
H -13.322786 -3.495767 -0.541059 0.048 0.164 0.006 0.32
O 8.347167 -4.207199 3.322424 0.447 -0.687 0.460 -0.64
S 9.477477 -4.898335 3.903494 0.462 -0.058 0.655 1.25
O 9.513378 -6.340280 4.031379 -0.410 1.244 -0.266 -0.62
O 9.817807 -4.235021 5.352521 0.420 -0.227 -1.624 -0.31
C 8.786035 -4.157467 6.325133 -0.896 -0.149 1.045 -0.11
C 8.527280 -5.506513 6.970529 -0.173 -0.409 -0.106 -0.95
C 10.953656 -4.378000 3.065715 0.055 0.127 0.131 -0.93
H 7.870343 -3.744959 5.887731 0.183 -0.067 -0.108 0.14
H 9.122165 -3.453276 7.094257 0.142 -0.046 -0.367 0.25
H 8.107887 -6.214261 6.248632 0.075 0.096 0.069 0.30
H 7.819570 -5.410811 7.797960 0.188 0.106 -0.150 0.33
H 9.458842 -5.941325 7.345518 -0.094 0.128 -0.015 0.27
H 10.958904 -3.288701 3.001190 -0.039 -0.163 0.060 0.31
H 10.943859 -4.813574 2.064689 -0.144 -0.024 0.173 0.37
H 11.820914 -4.740413 3.620138 -0.174 0.024 -0.034 0.32
```
Forces are in eV/Å.

Output
LUMO = -0.15371 hartree
E_HOMO = -0.3803 Ha
Net charge = +1
Orbital gap = 6.2 eV